Run i
16
Properties=species:S:1:pos:R:3 method="wB97M-V/def2-TZVPD" orbital_gap_ev=8.61 lumo_ha=-0.17456 charge=+1 multiplicity=1
N -1.57144 -1.32099 -0.05928
N -1.99502 -0.05374 0.20022
C -1.45413 1.18212 0.02493
C 0.00855 1.66105 -0.19414
C 1.04018 0.85638 -0.01914
N 1.41681 -0.41389 0.46910
N 1.44411 -1.59128 -0.33243
N 2.36242 0.70533 0.17456
H -0.53491 -1.24342 -0.02978
H -2.22006 -2.08614 0.08130
H -2.93699 0.04738 0.48744
H -2.15416 1.99551 -0.09058
H 0.12028 2.73486 -0.56268
H 2.05443 -2.26861 0.13865
H 1.63770 -1.28037 -1.32469
H 2.78221 1.07579 1.03651

=====

Run ii
16
Properties=species:S:1:pos:R:3 method="wB97M-V/def2-TZVPD" orbital_gap_ev="6.23 / 8.08" lumo_ha="-0.22804 / -0.19612" charge=+1 multiplicity=1
C -1.69308 0.92256 -1.19893
C -0.00071 -0.12533 0.98635
C 1.37740 -0.55855 1.51653
N -1.12733 1.64942 -0.28565
N -0.09911 1.06129 0.47549
N -1.29656 -0.32631 -1.33153
N -1.83351 -1.37563 -1.77049
N 2.41293 0.15115 0.87927
H -2.49055 1.46985 -1.72194
H 1.39663 -0.21612 2.61414
H 1.62448 -1.66809 1.52165
H -2.90984 -1.54888 -2.03122
H -1.25991 -2.19509 -1.61161
H 2.56451 0.01322 -0.07444
H 0.55253 1.76020 0.80797
H 2.78213 0.98631 1.22442

=====

List of relative energies, unit kJ/mol: run i 0.0; run ii 69.7

=====

Run i
13
Properties=species:S:1:pos:R:3 method="wB97M-V/def2-TZVPD" orbital_gap_ev=10.10 lumo_ha=-0.14808 charge=+1 multiplicity=1
C 2.20731 -0.03048 0.18081
C -1.12879 1.10076 -0.12070
C 0.90702 0.06741 0.14658
C -0.37930 -1.05779 0.08071
O -1.45911 -0.18607 0.40411
O 0.17192 1.20873 0.22182
H 2.77480 0.90657 0.15838
H 2.75480 -0.93079 0.04184
H -1.70802 1.92874 0.24398
H -1.27804 1.10145 -1.26603
H -0.14054 -1.80694 0.89347
H -0.60939 -1.64032 -0.89157
H -2.11267 -0.66126 -0.09339

=====

Run ii
13
Properties=species:S:1:pos:R:3 method="wB97M-V/def2-TZVPD" orbital_gap_ev=11.00 lumo_ha=-0.21035 charge=+1 multiplicity=1
C 2.78973 0.36220 -0.05171
C 0.33264 -0.42498 0.07967
C -2.17902 -0.38372 0.15464
C -0.91410 0.48786 -0.09046
O 0.65802 -1.55971 0.14528
O 1.66338 0.71991 0.22611
H 3.53511 1.17218 -0.19726
H 3.00274 -0.65439 -0.47299
H -1.85455 -1.43037 0.25127
H -2.59558 -0.04047 1.10401
H -2.76259 -0.45273 -0.78428
H -1.02584 0.93161 -1.06630
H -0.64993 1.27260 0.70203

=====

List of relative energies, unit kJ/mol: run i 138.9; run ii 0.0

=====

Run i
13
Properties=species:S:1:pos:R:3 method="wB97M-V/def2-TZVPD" orbital_gap_ev=9.03 lumo_ha=-0.18960 charge=+1 multiplicity=1
C 1.60016 1.76729 -0.19462
C -2.74697 0.00992 0.05676
C 1.36800 0.70169 0.38871
C 0.92893 -1.55573 0.12204
O 1.22848 -0.38374 0.89525
O -1.54222 0.05648 0.20351
H 2.38187 2.34889 -0.38754
H 0.65121 2.26613 -0.62932
H -3.15474 -0.56618 -0.88169
H -3.33617 0.68763 0.63144
H 0.45047 -2.20333 0.79611
H 1.94392 -1.93154 -0.36519
H 0.22706 -1.19752 -0.63547

=====

Run ii
13
Properties=species:S:1:pos:R:3 method="wB97M-V/def2-TZVPD" orbital_gap_ev="8.13 / 8.13" lumo_ha="-0.22532 / -0.22532" charge=+1 multiplicity=1
O 2.11995 0.45802 0.02104
C 0.91330 0.27490 0.41688
C 0.34054 -1.07542 0.59100
C -0.57044 -0.74083 -0.57938
C -1.59221 0.16877 -0.36282
H 2.21726 0.82090 -0.87510
H -0.18036 -1.17343 1.54788
H 1.08749 -1.83368 0.33245
H -0.35813 -1.16452 -1.56166
H 0.01490 2.04418 0.25294
H -2.17361 0.14570 0.56187
H -1.92810 0.79795 -1.18948
O 0.10942 1.27746 0.84438

=====

List of relative energies, unit kJ/mol: run i 113.7; run ii 0.0